Molecular formula: C3HO2Pr
Method: DFT, ωB97M-V/def2-TZVPD

```
7
Properties=species:S:1:pos:R:3:forces:R:3
C -3.2909 -0.4914 0.0612 1.08 0.83 -0.06
C -2.2724 0.1752 0.0848 -1.61 -2.09 -0.56
O -1.0458 0.5708 -0.0524 1.57 1.06 0.24
C 0.0527 -0.4857 -0.1566 -0.73 -0.49 0.23
O -0.3449 -1.6093 -0.1305 1.17 0.91 -0.12
H -4.1844 -1.0690 -0.0828 0.20 0.40 0.28
Pr 2.6870 0.6881 -0.1482 -1.68 -0.62 -0.02
```
Forces are in eV/Å.

The spin multiplicity is 4. The value obtained for the maximum force is 2.7 eV Å⁻¹. Its energy relative to the best compared isomer or geometry (same formula, charge and spin) is 169.33 kJ/mol. As for the highest occupied orbital energy (spin up / spin down): -11.26 / -11.26 eV. The net charge is +1. For the total energy, the calculation gives -21277.7408 eV.

Atomic partial charges in e from the Löwdin method, atoms 1 to 4: atom 1 (C): 0.1331, atom 2 (C): -0.2920, atom 3 (O): -0.1331, atom 4 (C): -0.4080

Molecular formula: C5H15N3O
Method: DFT, ωB97M-V/def2-TZVPD

```
24
Properties=species:S:1:pos:R:3:forces:R:3
C -1.7746 -0.4863 -0.2977 4.01 -0.73 -0.30
C -4.0937 -1.2270 -0.0841 0.96 0.97 -1.52
C -3.3657 1.2057 0.4122 3.55 1.32 -1.01
C 2.1141 -0.9733 0.6447 -1.11 1.38 -0.97
C 2.5025 1.4322 0.1597 1.01 0.32 -0.40
N -2.9372 -0.1959 -0.0444 -2.21 1.12 0.74
N 3.6337 -0.2546 -1.0036 1.97 -1.43 -2.49
N 2.3888 0.0927 -0.3758 1.47 -1.45 0.39
O -0.6512 -0.7504 -0.4606 -2.78 0.57 0.09
H -4.5442 -1.0599 -1.1231 0.38 -0.78 1.67
H -3.5836 -2.1800 0.1138 -0.89 0.06 -0.27
H -4.7119 -0.8547 0.7257 -0.32 -0.57 -0.08
H -3.8682 1.7192 -0.4282 0.59 -0.15 0.55
H -3.9660 1.0695 1.2165 -2.43 -0.81 2.09
H -2.4984 1.7720 0.9816 -1.27 -0.98 -2.05
H 1.2410 -0.4999 1.1339 0.39 -1.08 0.16
H 1.8584 -1.8634 0.0540 -0.14 0.10 0.62
H 2.9024 -1.1705 1.3620 0.30 0.16 0.10
H 3.1645 1.6024 1.0223 0.10 -0.45 -0.18
H 2.7632 2.1399 -0.6371 -0.18 -0.16 0.17
H 1.5190 1.5855 0.4621 -1.65 1.02 0.69
H 4.5576 0.0120 -0.5069 -1.59 -0.73 -0.45
H 3.6928 0.1690 -1.9545 -0.14 0.58 0.78
H 3.6567 -1.2843 -1.3725 -0.04 1.73 1.67
```
Forces are in eV/Å.

The value obtained for the maximum force is 4.1 eV Å⁻¹. Its energy relative to the best compared isomer or geometry (same formula, charge and spin) is 150.47 kJ/mol. As for the highest occupied orbital energy: -17.42 eV. The net charge is +2. For the total energy, the calculation gives -11926.5940 eV.

Atomic partial charges in e from the Löwdin method, atoms 1 to 4: atom 1 (C): -0.1167, atom 2 (C): 0.1113, atom 3 (C): 0.0779, atom 4 (C): -0.0418

Molecular formula: C19H28N2O3
Method: DFT, ωB97M-V/def2-TZVPD

```
52
Properties=species:S:1:pos:R:3:forces:R:3
C -2.2580 -2.7747 -1.1098 -1.35 -0.28 0.43
C -2.2674 -2.9412 0.4885 0.52 -0.09 -0.27
C -0.9011 -3.5762 1.0892 -1.22 -0.38 0.10
C -0.8852 -3.2668 2.6687 0.40 -1.04 -0.29
C 0.5538 -2.8515 3.2520 -0.39 0.59 0.91
C 0.9986 -1.3596 2.8995 1.30 2.74 -0.32
C 1.5630 -0.4729 4.0860 0.17 2.44 -4.13
C 2.0370 0.9580 3.7511 -0.95 -2.76 -0.19
N 1.9981 1.5401 2.4202 -1.45 -3.91 0.36
C 1.4776 0.7721 1.2988 -0.37 -2.06 0.87
C 1.4303 1.3648 -0.2113 0.24 -0.10 1.67
C 2.3528 2.6602 -0.4196 0.42 -0.85 -1.42
C 2.1557 3.1775 -1.9566 -0.14 0.85 0.49
C 1.0947 4.4200 -1.9536 0.97 -1.64 0.18
N -0.2142 3.8119 -1.5324 -0.80 0.17 0.03
C -0.9341 2.9225 -2.4421 -3.58 -0.06 4.84
C -2.1965 2.4778 -1.6331 3.40 2.69 1.12
C -2.1133 3.1825 -0.2329 3.41 0.63 -2.73
C -0.8008 4.0324 -0.2070 -3.73 -3.65 -2.77
C 0.9660 -0.7054 1.4934 1.40 2.08 3.38
H -1.9179 -1.7275 -1.4209 -0.12 -1.69 0.38
H -3.3636 -2.8565 -1.4527 1.81 0.17 0.41
H -1.6962 -3.6185 -1.6387 -0.56 1.38 0.59
H -2.4583 -1.9113 0.9680 0.29 -1.48 -0.59
H -3.1140 -3.6434 0.8346 1.21 1.14 -0.57
H 0.0415 -3.2618 0.5250 -1.32 -0.24 0.81
H -0.9920 -4.7220 0.9419 0.37 1.90 0.16
H -1.1727 -4.2538 3.2034 0.46 1.71 -0.69
H -1.7122 -2.5065 2.9111 1.52 -0.92 -0.19
H 0.4559 -2.8925 4.4078 0.31 0.23 -1.83
H 1.3892 -3.6174 3.0086 -1.40 1.39 -0.02
H 1.6518 -0.8663 5.1537 -0.17 0.72 -1.82
H 2.4792 1.6161 4.5812 -0.80 -1.05 -1.59
H 2.3641 2.5045 2.3050 -0.48 -1.11 -0.16
H 1.8009 0.5132 -0.8806 -0.56 1.23 0.92
H 0.3174 1.5462 -0.4301 1.58 -0.10 0.23
H 2.1719 3.5101 0.3228 0.04 -1.16 -1.00
H 3.4581 2.3340 -0.3583 -1.71 0.46 0.24
H 3.1685 3.5325 -2.3759 -1.59 -0.58 0.61
H 1.7381 2.3254 -2.6081 0.76 1.32 0.99
H 1.4738 5.1398 -1.1498 -0.86 -0.73 -1.32
H 1.0320 4.8932 -2.9943 -0.06 -0.55 1.66
H -0.6728 2.6002 -3.5038 0.00 0.91 1.89
H -3.0403 1.7854 -1.9673 1.57 1.19 0.45
H -2.8429 3.0827 0.6333 1.16 0.17 -1.47
H -0.4012 4.6749 0.6439 -0.35 -0.92 -1.82
H 0.5858 -1.2823 0.5890 0.59 1.06 1.36
C -0.9916 -3.6554 -4.3785 -0.39 -2.28 -0.67
O -1.3530 -3.4742 -5.5716 -0.01 -0.40 0.09
O -0.6853 -2.4760 -3.7683 0.30 1.64 0.24
O -0.8780 -4.6974 -3.7031 -0.07 0.56 -0.10
H -0.8932 -1.9669 -4.5764 0.25 0.64 0.57
```
Forces are in eV/Å.

The value obtained for the maximum force is 6.0 eV Å⁻¹. Its energy relative to the best compared isomer or geometry (same formula, charge and spin) is 1192.99 kJ/mol. As for the highest occupied orbital energy: -6.06 eV. The net charge is 0. For the total energy, the calculation gives -29269.9379 eV.

Atomic partial charges in e from the Löwdin method, atoms 1 to 4: atom 1 (C): -0.1223, atom 2 (C): -0.2669, atom 3 (C): -0.2150, atom 4 (C): -0.2089

Molecular formula: CaI
Method: DFT, ωB97M-V/def2-TZVPD

```
2
Properties=species:S:1:pos:R:3:forces:R:3
Ca -1.1610 0.5484 -0.7541 1.40 -0.66 0.91
I 1.1610 -0.5484 0.7541 -1.40 0.66 -0.91
```
Forces are in eV/Å.

The value obtained for the maximum force is 1.8 eV Å⁻¹. Its energy relative to the best compared isomer or geometry (same formula, charge and spin) is 29.12 kJ/mol. As for the highest occupied orbital energy: -12.90 eV. The net charge is +1. For the total energy, the calculation gives -26533.1339 eV.

The net atomic charges from Löwdin, expressed in e, are: atom 1 (Ca): 1.1832, atom 2 (I): -0.1832

Molecular formula: C28H44FIIrNO5SSi2
Method: DFT, ωB97M-V/def2-TZVPD

```
84
Properties=species:S:1:pos:R:3:forces:R:3
Ir -1.5699 -0.4339 -0.4662 -0.30 -0.19 -0.01
C -3.9105 -1.6987 2.8483 0.01 0.12 0.01
Si -2.1013 -1.3294 2.6845 -0.08 -0.10 -0.11
C -1.2175 -2.6674 1.7363 -0.05 0.00 -0.15
C -1.2686 -1.0504 4.3293 0.00 0.06 -0.02
N -1.9557 0.1330 1.6017 0.19 -0.02 0.16
C -2.2220 1.3884 1.9159 -0.13 0.05 -0.01
C -2.6827 1.8143 3.2062 -0.01 -0.02 0.00
C -2.9313 3.1308 3.4770 -0.01 -0.03 -0.01
C -2.7551 4.1083 2.4858 0.00 -0.01 0.01
C -2.3263 3.7538 1.2085 0.01 -0.01 -0.07
C -2.0740 2.4382 0.9510 0.01 0.06 0.07
F -1.6380 2.0935 -0.2766 0.10 0.06 0.03
H -4.0465 -2.5687 3.4940 -0.02 -0.02 0.00
H -4.3563 -1.9110 1.8759 -0.01 -0.02 -0.03
H -4.4616 -0.8667 3.2914 -0.01 0.00 0.02
H -1.3531 -3.6240 2.2478 0.03 0.02 0.09
H -0.1466 -2.4853 1.6245 0.02 0.01 0.02
H -1.6404 -2.8227 0.7349 -0.02 0.00 0.02
H -0.9950 -2.0295 4.7288 0.01 -0.02 0.01
H -1.9270 -0.5805 5.0599 0.01 0.00 0.03
H -0.3542 -0.4594 4.2597 0.00 -0.01 -0.01
H -2.8448 1.0630 3.9644 0.02 -0.01 0.02
H -3.2746 3.4224 4.4596 -0.01 0.00 0.00
H -2.9565 5.1465 2.7091 0.00 0.01 0.00
H -2.1907 4.4868 0.4247 0.00 0.01 -0.02
C 2.7750 -0.8281 -4.2540 0.02 0.01 0.00
C 3.0993 0.1576 -3.1421 -0.03 0.03 0.02
C 4.5689 0.5442 -3.1693 -0.03 0.01 -0.02
C 2.2087 1.3896 -3.2130 0.00 -0.02 -0.01
O 2.8994 -0.5195 -1.8739 0.08 -0.05 -0.02
Si 1.7109 -0.8871 -0.8669 -0.14 -0.02 -0.03
S -0.1614 -1.1712 -2.0043 0.23 0.09 0.07
O 1.2830 0.2711 0.1955 -0.03 0.03 -0.01
C 2.1216 0.9539 1.1789 0.02 0.01 0.01
C 2.9113 2.0372 0.4615 0.00 -0.01 0.02
C 1.1584 1.5601 2.1843 0.02 -0.03 -0.01
C 3.0502 -0.0435 1.8569 -0.02 -0.01 -0.02
O 1.9943 -2.2519 -0.0656 0.01 0.01 0.06
C 2.6013 -3.5208 -0.4327 0.00 -0.01 -0.04
C 1.9113 -4.0550 -1.6787 0.01 0.01 0.00
C 4.0893 -3.3103 -0.6689 -0.01 0.01 0.02
C 2.3658 -4.4342 0.7583 -0.03 0.01 -0.02
H 2.9436 -0.3632 -5.2256 0.01 0.00 -0.01
H 1.7323 -1.1458 -4.2087 -0.01 0.01 0.00
H 3.4138 -1.7089 -4.1801 0.00 0.00 0.01
H 4.8106 1.0325 -4.1134 0.01 0.00 -0.01
H 5.1964 -0.3408 -3.0660 0.00 -0.01 0.00
H 4.8009 1.2321 -2.3560 0.00 0.01 0.00
H 2.3829 1.9198 -4.1494 0.00 0.00 -0.01
H 2.4242 2.0687 -2.3891 0.01 0.02 0.01
H 1.1522 1.1153 -3.1736 -0.01 0.00 -0.01
H 2.2371 2.7445 -0.0229 -0.01 0.01 0.00
H 3.5645 1.5991 -0.2928 0.01 -0.01 0.00
H 3.5326 2.5816 1.1736 -0.01 0.01 0.01
H 0.5090 2.2879 1.6950 0.01 0.00 0.01
H 1.7086 2.0678 2.9764 0.01 0.02 0.00
H 0.5432 0.7793 2.6340 0.04 0.03 -0.02
H 3.7752 -0.4510 1.1501 0.01 0.00 -0.01
H 2.4842 -0.8733 2.2802 -0.01 0.00 0.02
H 3.6015 0.4519 2.6563 0.01 0.01 0.00
H 2.0858 -3.3975 -2.5339 0.01 0.01 -0.01
H 0.8359 -4.1406 -1.5152 0.00 -0.02 0.01
H 2.2998 -5.0417 -1.9312 0.01 0.00 0.00
H 4.2611 -2.6184 -1.4919 -0.01 0.00 -0.02
H 4.5627 -4.2622 -0.9103 0.01 -0.01 0.01
H 4.5633 -2.9092 0.2279 0.00 -0.01 0.01
H 1.2974 -4.5577 0.9389 -0.01 -0.01 -0.01
H 2.8259 -4.0149 1.6533 0.01 0.01 0.00
H 2.8008 -5.4158 0.5722 0.01 -0.01 0.00
I -3.2802 5.4738 -3.3217 0.01 0.03 0.00
C -3.7573 3.5836 -2.5917 0.01 -0.04 0.00
C -4.7487 3.4477 -1.6280 0.02 0.03 -0.02
C -5.0331 2.1938 -1.1129 0.06 -0.04 0.07
C -4.3172 1.0796 -1.5388 -0.06 0.11 -0.07
C -3.3661 1.2214 -2.5452 -0.09 -0.11 -0.15
C -3.0840 2.4699 -3.0760 -0.03 0.04 0.00
C -4.5965 -0.2238 -0.8621 -0.10 -0.16 0.37
O -5.6953 -0.5708 -0.5207 0.07 0.10 -0.08
O -3.5130 -0.9587 -0.5570 0.11 -0.02 -0.27
H -5.3003 4.3129 -1.2871 0.00 0.01 0.01
H -5.8050 2.0669 -0.3651 -0.02 0.00 0.00
H -2.8868 0.3475 -2.9721 0.06 0.01 0.09
H -2.3488 2.5733 -3.8619 0.00 0.00 -0.02
```
Forces are in eV/Å.

The spin multiplicity is 6. The value obtained for the maximum force is 0.4 eV Å⁻¹. Its energy relative to the best compared isomer or geometry (same formula, charge and spin) is 22.07 kJ/mol. As for the highest occupied orbital energy (spin up / spin down): -11.20 / -11.24 eV. The net charge is +1. For the total energy, the calculation gives -81723.5417 eV.

Atomic partial charges in e from the Löwdin method, atoms 1 to 4: atom 1 (Ir): 1.1632, atom 2 (C): -0.1408, atom 3 (Si): 0.4576, atom 4 (C): -0.1782

Which value of net charge does entry 1 give?
+1